ORCA calculation (ωB97M-V/def2-TZVPD) on 12 unconnected molecules or ions with the total composition C17H58O17 at a distorted geometry.

As for the energy: -1961.34893 hartree. Its LUMO energy is 0.0 eV. For the HOMO-LUMO gap, the calculation gives 9.490 eV. The energy relative to the best compared isomer or geometry (same formula, charge and spin) comes out at 8.14 kcal/mol.

Geometry (Å):
C 3.725 -3.157 0.390
C 3.613 -2.324 1.671
O 2.264 -1.823 1.873
O 3.559 -4.537 0.625
H 4.720 -2.985 -0.021
H 2.998 -2.780 -0.336
H 4.093 -1.345 1.689
H 3.904 -2.941 2.525
H 1.648 -2.562 2.001
H 2.849 -4.674 1.260
C -0.304 -0.251 0.011
C -1.702 0.256 0.317
O -2.336 -0.563 1.321
O 0.556 0.109 1.071
H -0.036 0.244 -0.936
H -0.264 -1.337 -0.122
H -2.340 0.144 -0.559
H -1.674 1.275 0.706
H -1.816 -0.485 2.129
H 1.225 -0.597 1.121
C 0.231 3.596 3.624
C 1.437 4.180 2.914
O 2.317 3.222 2.364
O -0.437 2.788 2.635
H -0.469 4.359 3.970
H 0.497 2.980 4.487
H 2.005 4.870 3.539
H 1.010 4.805 2.120
H 1.770 2.435 2.211
H -0.797 2.009 3.067
C -3.097 3.135 -2.460
C -4.016 1.939 -2.474
O -4.501 1.644 -3.762
O -1.974 3.027 -3.354
H -2.778 3.329 -1.434
H -3.639 4.031 -2.802
H -4.786 2.212 -1.740
H -3.445 1.128 -2.004
H -4.650 0.695 -3.786
H -2.389 2.590 -4.114
C 0.797 -4.456 -2.170
C 0.616 -3.979 -3.598
O 0.899 -2.611 -3.744
O -0.040 -3.706 -1.300
H 1.832 -4.197 -1.908
H 0.634 -5.532 -2.068
H -0.390 -4.233 -3.967
H 1.220 -4.638 -4.233
H 0.904 -2.246 -2.849
H 0.239 -3.776 -0.373
C 0.545 3.157 -0.984
O 1.423 3.086 -2.091
H 0.334 4.090 -0.469
H -0.406 2.651 -1.205
H 0.845 2.476 -0.164
H 0.972 2.461 -2.668
C 3.561 0.630 -1.091
O 4.106 0.387 -2.370
H 3.431 1.694 -0.885
H 2.681 0.070 -0.756
H 4.326 0.283 -0.389
H 3.553 0.839 -3.018
C -0.252 -3.663 2.593
O 0.512 -4.174 1.448
H -0.631 -2.685 2.290
H -1.132 -4.278 2.776
H 0.351 -3.600 3.497
H 0.190 -5.085 1.473
C -0.015 0.556 -4.158
O 1.175 1.242 -4.500
H -0.893 1.040 -4.574
H 0.044 -0.524 -4.314
H -0.079 0.640 -3.067
H 1.203 1.638 -5.371
C -3.354 -3.650 -0.281
O -4.058 -2.682 0.474
H -2.529 -3.292 -0.906
H -2.898 -4.384 0.396
H -4.077 -4.136 -0.933
H -3.442 -1.994 0.769
C -1.609 5.653 0.644
O -2.034 4.340 0.911
H -0.735 6.031 1.177
H -1.335 5.734 -0.417
H -2.413 6.392 0.727
H -1.467 3.928 1.580
C -0.082 -0.401 4.897
O -0.049 -1.713 5.437
H -1.050 -0.255 4.418
H 0.189 0.422 5.562
H 0.657 -0.361 4.077
H 0.764 -1.823 5.938


ORCA calculation (ωB97M-V/def2-TZVPD) on 13 unconnected molecules or ions with the total composition C17H60N2O13 at a distorted geometry.

As for the energy: -1771.08719 hartree. Its LUMO energy is 0.2 eV. For the HOMO-LUMO gap, the calculation gives 9.653 eV. The energy relative to the best compared isomer or geometry (same formula, charge and spin) comes out at 13.23 kcal/mol.

Geometry (Å):
C 0.332 0.610 -0.802
C 0.543 -0.509 0.188
O -0.423 -0.511 1.267
H 0.264 1.538 -0.257
H -0.565 0.651 -1.409
H 1.113 0.696 -1.580
H 1.495 -0.405 0.608
H 0.542 -1.473 -0.268
H -0.474 -1.381 1.750
C 3.134 3.064 -1.989
C 3.906 1.785 -2.334
O 3.898 0.850 -1.230
H 3.687 3.565 -1.184
H 2.123 2.930 -1.642
H 3.066 3.684 -2.874
H 4.956 1.942 -2.446
H 3.649 1.224 -3.206
H 3.609 -0.011 -1.520
C 0.274 -0.320 4.465
C 1.680 -0.540 3.974
O 2.075 -1.822 4.284
H -0.435 -1.050 4.135
H -0.073 0.644 4.203
H 0.223 -0.343 5.531
H 2.280 0.164 4.601
H 1.699 -0.357 2.907
H 3.024 -1.930 4.145
C -3.606 -0.725 -1.142
C -3.563 -0.250 0.307
O -4.811 -0.302 0.918
H -2.686 -0.437 -1.695
H -4.321 -0.070 -1.631
H -3.867 -1.772 -1.121
H -3.091 0.782 0.425
H -2.885 -0.849 0.868
H -4.594 -0.085 1.822
C -2.567 -2.732 3.357
O -1.502 -2.699 2.448
N -3.842 -2.522 3.024
N -2.410 -2.906 4.644
H -3.868 -2.383 1.983
H -4.604 -2.460 3.672
H -1.407 -2.937 4.990
H -3.195 -2.898 5.311
C 3.123 2.065 1.908
O 2.493 2.211 0.697
H 3.615 1.114 2.008
H 2.389 2.132 2.683
H 3.938 2.742 2.113
H 2.978 1.934 -0.109
C 2.212 -2.323 -2.082
O 2.682 -1.114 -2.591
H 2.442 -2.393 -1.018
H 2.829 -3.068 -2.592
H 1.168 -2.498 -2.317
H 2.386 -1.124 -3.485
C -2.260 3.092 -1.143
O -2.221 4.441 -1.413
H -2.385 2.452 -2.035
H -3.015 2.901 -0.393
H -1.362 2.887 -0.584
H -2.987 4.655 -1.987
C 1.774 -3.487 1.860
O 1.578 -4.041 0.615
H 0.849 -3.661 2.360
H 1.945 -2.401 1.809
H 2.524 -3.984 2.416
H 0.776 -4.527 0.707
C -0.192 -0.047 -4.045
O -0.452 -0.030 -5.439
H 0.624 0.601 -3.696
H 0.053 -0.991 -3.631
H -1.071 0.311 -3.595
H -1.195 0.587 -5.602
C -0.459 2.735 2.377
O -1.443 1.739 2.149
H 0.435 2.273 2.851
H -0.879 3.583 3.007
H -0.251 3.236 1.453
H -1.050 0.985 1.745
C -1.099 -3.307 -1.454
O -2.103 -4.148 -1.924
H -1.143 -2.359 -2.030
H -0.106 -3.823 -1.572
H -1.273 -3.098 -0.389
H -2.905 -3.810 -1.555
C -0.050 3.423 -3.691
O -0.493 2.961 -4.939
H -0.280 2.685 -2.925
H -0.531 4.352 -3.373
H 1.056 3.578 -3.727
H -1.444 3.106 -4.917


ORCA calculation (ωB97M-V/def2-TZVPD) on 17 unconnected molecules or ions with the total composition C17H68O17 at a distorted geometry.

As for the energy: -1967.27564 hartree. Its LUMO energy is 0.2 eV. For the HOMO-LUMO gap, the calculation gives 9.638 eV. The energy relative to the best compared isomer or geometry (same formula, charge and spin) comes out at 19.44 kcal/mol.

Geometry (Å):
C -1.276 3.161 -3.771
O -0.732 2.202 -4.621
H -1.217 2.981 -2.698
H -0.822 4.126 -3.997
H -2.345 3.172 -3.985
H -0.182 1.648 -4.062
C 2.939 -4.806 1.277
O 2.582 -3.514 0.938
H 3.831 -4.815 1.903
H 2.066 -5.145 1.834
H 3.266 -5.438 0.450
H 3.296 -2.942 0.649
C -0.350 1.437 5.094
O 0.323 0.371 5.842
H -1.411 1.507 5.335
H 0.014 2.403 5.442
H -0.194 1.291 4.026
H -0.016 -0.416 5.410
C -1.060 -4.040 1.728
O -0.106 -3.058 2.014
H -1.164 -4.709 2.582
H -1.997 -3.515 1.540
H -0.762 -4.697 0.911
H 0.757 -3.423 1.805
C 2.962 3.271 2.748
O 1.855 4.179 2.625
H 2.717 2.468 3.443
H 3.129 2.832 1.765
H 3.871 3.809 3.018
H 1.551 4.579 3.443
C 2.716 -3.038 -2.319
O 3.134 -2.851 -3.647
H 2.176 -3.985 -2.285
H 3.523 -3.249 -1.618
H 2.147 -2.194 -1.928
H 2.358 -2.685 -4.187
C -1.252 -3.827 -2.158
O -1.528 -4.011 -3.580
H -0.725 -2.903 -1.920
H -2.198 -3.676 -1.638
H -0.672 -4.679 -1.802
H -2.127 -4.759 -3.634
C 1.082 4.054 -1.008
O 0.312 3.788 0.139
H 1.164 5.125 -1.194
H 2.034 3.527 -0.937
H 0.566 3.639 -1.873
H 0.858 3.798 0.929
C 4.069 -0.564 0.636
O 4.735 -1.800 0.561
H 4.527 0.196 1.269
H 4.086 -0.209 -0.395
H 3.038 -0.680 0.972
H 5.669 -1.601 0.463
C -3.430 -0.124 -2.127
O -4.358 -0.584 -1.126
H -2.434 -0.362 -1.753
H -3.486 -0.766 -3.006
H -3.497 0.929 -2.403
H -4.149 -0.137 -0.302
C -2.383 3.522 2.683
O -1.812 2.652 1.686
H -2.985 2.944 3.383
H -1.554 4.025 3.181
H -3.046 4.261 2.234
H -1.070 3.114 1.289
C -1.722 -2.536 5.290
O -0.565 -2.059 4.595
H -1.592 -3.550 5.669
H -1.894 -1.978 6.210
H -2.643 -2.560 4.708
H -0.430 -2.565 3.791
C 2.202 0.762 -3.199
O 0.834 0.622 -3.045
H 2.433 1.735 -2.765
H 2.727 -0.027 -2.661
H 2.537 0.774 -4.236
H 0.791 0.277 -2.150
C -2.641 -0.682 2.012
O -3.274 0.349 1.268
H -2.170 -0.249 2.895
H -3.301 -1.499 2.303
H -1.816 -1.069 1.414
H -2.724 1.124 1.408
C 0.335 -1.459 -5.444
O 0.616 -2.672 -4.751
H -0.429 -0.857 -4.952
H 1.223 -0.832 -5.522
H 0.039 -1.659 -6.474
H -0.206 -2.912 -4.317
C -2.941 4.957 -1.255
O -3.168 5.424 -2.546
H -1.882 5.045 -1.014
H -3.549 5.428 -0.482
H -3.220 3.905 -1.208
H -2.739 6.275 -2.662
C 0.386 0.508 0.334
O 0.624 -0.810 -0.288
H -0.556 0.981 0.057
H 0.325 0.308 1.403
H 1.194 1.221 0.166
H 0.186 -1.529 0.173


ORCA calculation (ωB97M-V/def2-TZVPD) on 17 unconnected molecules or ions with the total composition C17H68O17 at a distorted geometry.

As for the energy: -1967.28634 hartree. Its LUMO energy is 0.5 eV. For the HOMO-LUMO gap, the calculation gives 9.909 eV. The energy relative to the best compared isomer or geometry (same formula, charge and spin) comes out at 12.73 kcal/mol.

Geometry (Å):
C 2.201 -15.413 11.233
O 2.435 -15.884 9.872
H 1.758 -14.455 11.102
H 1.580 -16.167 11.746
H 3.186 -15.261 11.660
H 3.281 -16.399 9.793
C 3.643 -22.802 10.398
O 2.505 -21.943 10.345
H 4.439 -22.507 9.743
H 4.022 -22.834 11.438
H 3.352 -23.842 10.198
H 2.814 -21.041 10.525
C 5.669 -16.081 9.215
O 4.679 -17.057 9.016
H 5.999 -15.845 8.203
H 5.197 -15.180 9.690
H 6.452 -16.403 9.863
H 4.232 -17.001 8.153
C -1.614 -12.630 9.048
O -1.663 -13.315 7.809
H -0.542 -12.407 9.242
H -2.181 -11.687 9.005
H -2.093 -13.298 9.786
H -0.865 -13.828 7.750
C 4.395 -16.232 5.318
O 3.725 -16.731 6.441
H 5.449 -16.383 5.528
H 4.117 -16.717 4.374
H 4.076 -15.252 5.150
H 2.729 -16.715 6.239
C -2.709 -16.044 7.044
O -3.186 -15.668 5.726
H -3.125 -17.012 7.328
H -1.626 -16.285 7.103
H -3.001 -15.352 7.803
H -3.051 -14.729 5.441
C -2.879 -21.417 9.149
O -2.307 -20.565 8.184
H -3.789 -20.974 9.672
H -3.142 -22.385 8.738
H -2.073 -21.548 9.923
H -2.722 -20.716 7.341
C 2.044 -13.107 7.933
O 1.246 -14.252 7.988
H 1.565 -12.284 7.342
H 2.203 -12.615 8.966
H 3.035 -13.357 7.492
H 1.566 -14.872 8.716
C 0.155 -15.907 5.091
O 0.987 -16.892 5.619
H -0.737 -16.312 4.583
H -0.190 -15.276 5.870
H 0.695 -15.396 4.305
H 0.537 -17.670 5.904
C -0.643 -17.680 14.254
O -0.317 -16.650 13.252
H -1.393 -18.318 13.825
H 0.223 -18.269 14.597
H -1.067 -17.168 15.201
H -0.921 -16.725 12.481
C 2.317 -21.491 7.087
O 1.264 -21.134 7.978
H 2.884 -22.367 7.460
H 1.841 -21.793 6.195
H 3.055 -20.722 6.839
H 1.607 -21.366 8.825
C -0.615 -21.380 12.448
O -0.118 -22.310 11.492
H -0.493 -20.439 11.943
H -1.693 -21.557 12.619
H -0.049 -21.277 13.370
H 0.802 -22.124 11.371
C -5.643 -17.822 4.987
O -4.808 -17.092 4.145
H -5.139 -18.431 5.747
H -6.385 -17.154 5.463
H -6.198 -18.510 4.328
H -4.221 -16.518 4.660
C -1.033 -19.776 5.333
O 0.117 -19.486 6.033
H -0.897 -19.556 4.252
H -1.239 -20.835 5.420
H -1.932 -19.274 5.753
H 0.191 -20.074 6.817
C 0.033 -18.143 9.709
O -1.206 -17.889 9.011
H 0.487 -17.215 9.946
H -0.113 -18.696 10.665
H 0.670 -18.581 8.994
H -1.449 -18.766 8.668
C -4.090 -17.995 11.249
O -2.736 -17.618 11.160
H -4.275 -19.060 11.127
H -4.389 -17.684 12.223
H -4.634 -17.450 10.446
H -2.482 -17.465 10.229
C 4.379 -18.700 11.480
O 3.603 -19.223 10.431
H 4.176 -19.376 12.375
H 5.423 -18.653 11.255
H 4.041 -17.674 11.803
H 3.999 -18.813 9.636


ORCA calculation (ωB97M-V/def2-TZVPD) on a single C17H7F9N2O molecule at a distorted geometry.

As for the energy: -1735.53847 hartree. Its LUMO energy is -1.2 eV. For the HOMO-LUMO gap, the calculation gives 8.353 eV. The energy relative to the best compared isomer or geometry (same formula, charge and spin) comes out at 0.67 kcal/mol.

Geometry (Å):
F -3.517 -4.296 -1.402
F -4.594 -2.394 -1.699
F -5.203 -3.837 -0.136
F 1.658 -0.139 -4.858
F 2.605 -1.550 -3.748
F 3.797 0.254 -4.199
F -5.461 -1.515 3.751
F -3.953 0.108 4.050
F -3.489 -1.816 4.653
N -0.161 -1.188 0.606
N -2.057 -2.020 -0.105
O 1.899 -0.257 1.115
C 0.634 -0.606 1.509
C -3.303 -2.453 0.169
C 1.896 2.618 -1.267
C 1.683 1.889 -0.131
C 2.109 1.871 -2.446
C 2.098 -0.197 -1.310
C 0.194 -0.268 2.817
C -3.953 -1.994 1.352
C 1.860 0.471 -0.046
C 2.118 0.543 -2.548
C -1.145 -0.447 3.104
C -3.318 -1.433 2.422
C -1.385 -1.356 0.856
C -2.000 -1.070 2.180
C -4.177 -3.275 -0.756
C 2.596 -0.188 -3.857
C -4.111 -1.138 3.706
H 1.757 3.663 -1.454
H 1.496 2.556 0.731
H 2.003 2.372 -3.281
H 2.223 -1.230 -1.173
H 1.031 0.180 3.448
H -5.069 -2.104 1.454
H -1.507 -0.221 4.071